Entry from OMol25: C14H18N2O4S in the gas phase (ωB97M-V with the def2-TZVPD basis set).

For the energy above the lowest of the compared OMol25 structures with the same formula, charge and spin, the calculation gives 19.3 kcal/mol. For the gap between HOMO and LUMO, the calculation gives 0.34169 Ha.

Geometry as ORCA input:
```
! wB97M-V def2-TZVPD RIJCOSX def2/J DEFGRID3
* xyz 0 1
S 1.83 -1.51 0.63
O -3.05 2.04 -0.07
O 0.58 -0.33 -1.62
O 5.09 0.53 -0.75
O 3.38 -0.42 -1.78
N 0.94 0.83 1.45
N -1.54 -0.18 -0.90
C -2.02 2.19 -1.02
C 1.90 0.25 0.74
C -1.82 0.90 -1.83
C -2.61 -0.35 0.05
C 3.91 0.33 -0.83
C 2.93 0.96 0.12
C -0.33 -3.06 -0.10
C -0.13 -4.05 1.03
C -2.79 0.97 0.82
C 0.99 2.14 1.62
C -0.28 -0.65 -0.81
C 2.01 2.94 1.12
C 2.99 2.33 0.35
C 0.02 -1.64 0.31
H -1.87 1.18 1.39
H 0.29 -3.34 -0.96
H 2.03 4.00 1.32
H -2.32 3.01 -1.67
H -0.98 1.00 -2.52
H -2.42 -1.17 0.74
H -0.46 -1.35 1.25
H 0.91 -4.05 1.35
H 0.17 2.56 2.19
H -1.08 2.45 -0.52
H -3.53 -0.56 -0.51
H 3.79 2.90 -0.10
H -0.39 -5.06 0.70
H -0.76 -3.80 1.88
H -1.38 -3.08 -0.43
H 2.40 -0.48 -1.75
H -2.73 0.66 -2.39
H -3.64 0.92 1.49
*
```

***

Entry from OMol25: a molecular structure, C64H62F2Ge2N3O8Si2Tl (ωB97M-V with the def2-TZVPD basis set).

For the energy above the lowest of the compared OMol25 structures with the same formula, charge and spin, the calculation gives 7.5 kcal/mol. For the gap between HOMO and LUMO, the calculation gives 0.18651 Ha.

Geometry as ORCA input:
```
! wB97M-V def2-TZVPD RIJCOSX def2/J DEFGRID3
* xyz -2 1
Tl 0.32 -1.10 0.60
Ge 1.80 -0.30 -1.37
Ge 2.62 -1.15 2.09
Si -2.61 1.45 -1.98
Si -0.88 1.65 2.89
F -3.70 -2.64 3.89
F -0.94 -6.15 2.55
O -3.22 -0.43 -2.39
O -6.17 0.72 -1.09
O -1.40 -6.43 -2.50
O -4.26 1.67 -1.43
O -2.80 -7.30 -3.86
O -4.47 0.14 0.12
O -1.48 -1.61 -1.59
O -0.58 0.71 1.67
N -5.00 0.74 -0.78
N -2.33 -6.35 -3.26
N 1.37 -3.66 0.19
C -2.83 4.11 -0.68
C -0.59 -4.00 1.54
C -5.31 3.26 3.01
C -3.53 1.92 -6.02
C 4.87 -0.14 -2.89
C 4.51 -2.39 4.08
C 0.21 3.20 2.87
C -0.94 -2.64 1.53
C -2.52 -1.49 -2.23
C -1.29 -4.83 2.41
C -0.11 -0.45 4.68
C -2.49 1.51 -3.87
C 7.05 0.87 -3.02
C -5.04 1.97 2.58
C 0.96 5.14 1.61
C 2.30 -2.09 -3.91
C -3.72 1.52 2.54
C -0.69 0.82 4.58
C -1.29 1.08 -5.94
C 3.03 0.47 3.21
C 0.94 3.68 3.96
C -0.42 -0.48 7.07
C -2.39 1.49 -6.68
C 5.97 0.27 -3.64
C 2.34 -4.05 -0.64
C -3.98 -4.92 -4.39
C 1.66 4.86 3.89
C -3.05 -2.70 -2.97
C 1.51 -6.27 -0.67
C -1.14 3.89 -2.34
C -4.09 -2.57 -3.89
C 1.67 5.60 2.71
C -3.58 1.93 -4.63
C 3.90 -0.84 0.58
C -2.96 3.64 3.33
C 0.47 -4.54 0.63
C 5.92 0.66 -0.91
C 1.33 -1.52 -2.88
C -2.20 3.31 -1.65
C 3.67 -0.43 -0.68
C -2.41 5.41 -0.43
C -1.14 1.41 5.77
C 0.51 -5.87 0.20
C -1.34 1.08 -4.55
C 1.48 1.56 -1.93
C 0.02 -1.09 5.91
C -1.01 0.78 7.00
C -4.55 -3.68 -4.60
C 4.83 0.02 -1.50
C -2.65 2.34 2.91
C -4.27 4.09 3.39
C -0.70 5.19 -2.09
C -2.33 -4.41 3.21
C 4.40 1.12 3.04
C 2.08 1.97 -3.28
C -2.67 -3.08 3.13
C -2.95 -5.02 -3.47
C 2.46 -5.35 -1.09
C -1.99 -2.19 2.32
C 0.24 3.95 1.69
C -2.46 -3.94 -2.76
C -1.35 5.96 -1.13
C 3.47 -2.72 3.00
C 7.02 1.07 -1.65
H 2.85 0.20 4.25
H 1.54 -7.29 -1.03
H 7.91 1.19 -3.61
H -1.02 6.97 -0.93
H -0.48 0.74 -3.99
H 3.18 -2.55 -3.44
H 0.47 -2.08 5.95
H -2.92 6.00 0.33
H -2.27 -1.15 2.33
H -0.39 0.74 -6.44
H 4.09 -1.76 4.87
H -3.53 0.51 2.19
H 1.85 2.21 -1.13
H 0.13 5.60 -2.65
H -0.62 3.32 -3.11
H 2.68 -3.33 3.43
H 4.53 1.49 2.02
H -4.31 -5.80 -4.92
H -1.62 2.39 5.72
H 0.82 -2.35 -2.38
H -4.48 5.11 3.71
H 3.93 -3.32 2.21
H 4.92 -3.29 4.55
H 1.77 1.28 -4.07
H 5.96 0.11 -4.71
H 0.40 1.70 -1.94
H 0.96 5.69 0.68
H -5.35 -3.57 -5.31
H 4.53 1.98 3.72
H 5.22 0.42 3.24
H -6.34 3.61 3.04
H -4.48 2.27 -4.13
H -3.65 3.70 -0.11
H 7.85 1.57 -1.15
H -2.83 -5.10 3.88
H 1.75 2.97 -3.57
H -1.65 -4.04 -2.05
H 5.36 -1.83 3.66
H -0.32 -0.98 8.02
H 4.02 -0.58 -3.39
H -5.84 1.31 2.27
H 0.24 -0.94 3.78
H -0.32 3.60 0.82
H 2.67 -1.34 -4.61
H -4.51 -1.59 -4.04
H 2.23 5.21 4.74
H 3.17 1.97 -3.25
H -4.40 2.25 -6.58
H 3.26 -5.62 -1.77
H 5.90 0.86 0.16
H 0.52 -0.99 -3.40
H -0.25 -6.57 0.51
H 2.25 1.19 2.95
H 3.03 -3.27 -0.95
H 0.96 3.10 4.88
H -1.56 0.85 -1.14
H -2.16 4.32 3.60
H 2.23 6.52 2.64
H -1.36 1.27 7.90
H 4.96 -0.94 0.86
H -2.36 1.48 -7.76
H 1.82 -2.87 -4.50
*
```

***

Entry from OMol25: a molecular structure, C28H61Br2FK2O21S6 (ωB97M-V with the def2-TZVPD basis set).

For the gap between HOMO and LUMO, the calculation gives 0.18578 Ha.

Geometry as ORCA input:
```
! wB97M-V def2-TZVPD RIJCOSX def2/J DEFGRID3
* xyz 0 1
Br -13.15 -29.03 17.43
Br -10.55 -26.40 16.81
K -14.21 -23.85 21.69
K -14.63 -21.98 18.28
S -11.32 -26.75 21.71
S -15.19 -28.03 27.54
S -18.34 -20.35 18.65
S -15.29 -27.87 21.14
S -10.91 -22.26 19.07
S -16.67 -22.75 24.76
F -15.78 -24.51 19.34
O -16.98 -22.68 26.14
O -18.00 -23.24 23.88
O -15.52 -23.52 24.30
O -11.89 -23.25 19.48
O -10.82 -24.16 23.48
O -11.43 -27.78 22.77
O -14.75 -26.61 21.74
O -13.90 -20.70 20.71
O -18.62 -18.92 18.89
O -13.95 -28.74 27.46
O -16.49 -28.30 22.23
O -15.09 -26.73 26.46
O -19.72 -21.24 18.29
O -11.18 -21.28 18.04
O -9.52 -23.06 18.67
O -9.77 -26.13 21.73
O -14.59 -29.12 20.90
O -17.28 -20.73 17.69
O -16.45 -28.69 27.25
O -11.39 -20.14 27.02
O -12.27 -25.67 21.43
C -11.36 -21.08 26.23
C -13.24 -26.16 25.15
C -8.81 -26.62 22.65
C -11.16 -23.33 24.32
C -11.68 -22.05 23.93
C -11.20 -27.77 20.17
C -16.28 -27.52 19.62
C -13.84 -25.91 26.43
C -13.34 -27.32 16.41
C -22.09 -21.22 18.32
C -13.10 -18.43 21.66
C -7.93 -24.80 19.18
C -16.11 -28.72 23.53
C -16.64 -30.17 23.72
C -18.39 -24.59 24.12
C -16.49 -21.12 24.10
C -9.21 -24.16 19.50
C -10.96 -22.40 26.63
C -20.82 -21.06 19.15
C -18.21 -25.36 22.77
C -17.92 -21.20 20.25
C -10.82 -23.43 25.76
C -14.14 -19.57 21.57
C -8.31 -28.07 22.23
C -10.36 -21.39 20.57
C -15.29 -27.14 29.16
C -12.56 -26.19 17.17
C -11.87 -21.05 24.82
H -15.06 -19.13 21.17
H -13.57 -25.46 24.38
H -12.31 -20.12 24.49
H -13.04 -27.46 15.37
H -7.70 -25.55 19.93
H -23.05 -20.95 18.75
H -10.21 -22.19 21.29
H -17.93 -25.06 24.99
H -7.87 -25.37 18.25
H -16.03 -30.97 23.32
H -12.84 -18.18 20.63
H -16.08 -27.70 29.66
H -14.22 -19.93 22.60
H -7.02 -24.20 19.21
H -14.41 -27.10 16.37
H -7.96 -25.93 22.64
H -16.48 -30.48 24.76
H -11.07 -20.75 21.10
H -9.15 -23.86 20.54
H -22.16 -22.25 17.96
H -10.00 -24.90 19.40
H -9.48 -20.81 20.29
H -10.72 -22.57 27.67
H -12.79 -26.20 18.23
H -10.42 -28.54 20.16
H -13.45 -17.54 22.18
H -7.84 -28.22 21.26
H -16.55 -27.95 24.16
H -18.46 -26.42 22.82
H -16.18 -21.34 23.08
H -17.41 -20.54 24.16
H -15.04 -28.62 23.66
H -10.50 -24.40 26.11
H -7.59 -28.50 22.92
H -17.08 -20.59 20.58
H -15.66 -20.60 24.57
H -20.81 -20.11 19.68
H -9.20 -26.66 23.66
H -14.33 -27.36 29.63
H -12.70 -25.15 16.87
H -15.57 -26.09 29.05
H -14.06 -24.84 26.41
H -17.72 -30.24 23.61
H -12.08 -21.98 22.93
H -13.50 -27.18 24.85
H -17.69 -22.27 20.19
H -20.85 -21.89 19.85
H -12.13 -28.33 20.11
H -16.93 -26.65 19.74
H -12.17 -26.40 25.19
H -18.82 -24.89 21.99
H -12.21 -18.78 22.17
H -17.19 -25.40 22.39
H -15.52 -27.40 18.85
H -19.46 -24.67 24.32
H -13.24 -26.29 27.26
H -21.92 -20.57 17.46
H -18.70 -20.99 20.98
H -16.87 -28.44 19.54
H -9.16 -28.75 22.15
H -11.10 -27.02 19.39
*
```

***

Entry from OMol25: 3 unconnected molecules or ions with the total composition CH2ClNO2S (ωB97M-V with the def2-TZVPD basis set).

For the energy above the lowest of the compared OMol25 structures with the same formula, charge and spin, the calculation gives 29.3 kcal/mol. For the gap between HOMO and LUMO, the calculation gives 0.39058 Ha.

Geometry as ORCA input:
```
! wB97M-V def2-TZVPD RIJCOSX def2/J DEFGRID3
* xyz 0 1
Cl 3.94 -0.68 -0.21
S -0.61 -2.33 -0.22
O 0.70 -1.83 0.12
O -1.43 -3.09 0.69
N -2.02 -0.12 -0.67
C -2.95 0.45 -0.35
H 3.18 -1.68 -0.59
H -3.83 0.97 -0.14
*
```

***

Entry from OMol25: a molecular structure, C34H44CuN4O (ωB97M-V with the def2-TZVPD basis set).

Its expectation value of S² is 0.778. For the gap between HOMO and LUMO (alpha / beta), the calculation gives 0.11868 / 0.12885 Ha.

Geometry as ORCA input:
```
! wB97M-V def2-TZVPD RIJCOSX def2/J DEFGRID3
* xyz -2 2
Cu -0.57 0.77 0.36
O 1.27 -0.55 -0.44
N 2.84 -1.43 -1.86
N -1.54 3.33 -0.71
N 0.14 3.57 0.74
N 3.21 -0.78 4.14
C -1.66 4.58 -0.10
C -3.82 3.18 -1.42
C 4.78 -3.05 -1.74
C 2.31 -0.17 3.30
C 2.39 -1.16 -0.62
C 4.78 0.97 3.64
C -2.92 0.35 2.06
C -5.23 2.00 -4.72
C -0.65 1.40 -2.69
C -1.98 -0.99 0.02
C -2.96 1.70 -3.63
C -1.96 -0.56 1.40
C 4.26 -1.68 -2.16
C 3.25 -1.58 0.53
C -1.29 -1.64 2.15
C -1.25 -1.79 3.51
C -2.48 2.76 -1.57
C -3.05 -0.64 -0.93
C -0.95 -2.99 -1.30
C 4.33 -0.16 4.39
C -1.12 -2.15 -0.10
C -4.37 3.79 -0.17
C 3.98 1.42 2.57
C -0.46 2.68 -0.07
C -0.72 4.62 0.91
C -0.60 -2.45 1.15
C 3.74 -3.02 0.60
C 4.97 -3.30 -0.25
C 0.99 -0.59 3.39
C -4.67 2.96 -2.50
C -2.04 1.95 -2.63
C 2.75 0.85 2.38
C -4.26 2.22 -3.60
C 0.55 -3.31 1.48
H -1.53 -3.92 -1.20
H -1.31 -2.46 -2.19
H 4.88 -0.90 -1.69
H -2.25 5.39 -0.55
H -5.02 1.08 -5.28
H -3.89 4.71 0.18
H 4.30 2.22 1.90
H -5.41 4.04 -0.40
H -0.69 5.27 1.78
H -6.25 1.94 -4.32
H 2.10 1.09 1.51
H -3.23 1.15 1.37
H 4.94 -0.53 5.24
H -0.81 -2.67 3.95
H 2.27 -1.04 -2.60
H -3.94 -1.28 -0.83
H 0.14 2.16 -2.83
H -3.82 -0.19 2.38
H -2.46 0.80 2.95
H -2.62 1.09 -4.47
H -5.67 3.39 -2.45
H 2.93 -3.71 0.34
H 1.38 -2.68 1.88
H -2.69 -0.73 -1.95
H -0.35 0.79 -1.80
H 0.09 -3.27 -1.43
H -4.38 3.10 0.69
H -0.61 0.70 -3.55
H -1.65 -1.01 4.16
H -3.36 0.39 -0.76
H 4.12 -3.82 -2.17
H 0.91 -3.85 0.60
H 5.75 1.40 3.90
H 0.80 -1.17 4.28
H 5.25 -4.36 -0.12
H 0.33 -4.03 2.28
H 0.28 -0.03 2.82
H -5.23 2.83 -5.44
H 4.11 -0.89 0.57
H 2.65 -1.40 1.41
H 5.81 -2.70 0.12
H 3.99 -3.23 1.65
H 5.76 -3.17 -2.22
H 4.37 -1.58 -3.24
*
```

***

Entry from OMol25: a molecular structure, C23H31Cl2N4O3Sr (ωB97M-V with the def2-TZVPD basis set).

For the energy above the lowest of the compared OMol25 structures with the same formula, charge and spin, the calculation gives 0.0 kcal/mol. For the gap between HOMO and LUMO, the calculation gives 0.15059 Ha.

Geometry as ORCA input:
```
! wB97M-V def2-TZVPD RIJCOSX def2/J DEFGRID3
* xyz -1 1
Sr 0.15 0.08 0.82
Cl 1.46 2.66 0.90
Cl -0.58 -0.31 -1.79
O -0.93 -2.09 1.53
O 2.19 -1.38 0.81
O 0.34 -0.13 -4.38
N -0.05 0.01 8.62
N -1.07 -4.16 0.71
N 3.66 0.14 -0.07
N 0.57 -0.04 3.34
C 0.97 2.35 -5.78
C 1.17 3.53 -6.52
C -2.48 1.84 0.45
C -3.82 0.99 3.30
C 0.02 0.00 6.00
C 4.70 1.10 0.20
C -1.06 1.92 -7.07
C 0.42 -1.22 3.97
C -0.78 -5.17 -0.29
C 0.16 -1.24 5.34
C -0.86 3.10 -7.80
C 0.24 1.14 3.91
C -0.16 1.55 -6.06
C -0.61 -2.92 0.63
C -1.93 -4.43 1.86
C -0.01 1.21 5.28
C 3.09 0.11 -1.43
C -2.52 0.51 2.72
C -0.07 0.01 7.46
C 3.11 -0.55 0.95
C 0.26 3.90 -7.53
C -2.14 1.02 1.60
C -0.38 0.29 -5.26
H -1.93 1.27 -7.26
H 0.19 -2.20 5.87
H -1.62 2.53 0.18
H -0.13 2.18 5.75
H 5.55 0.91 -0.47
H 0.21 1.99 3.20
H 3.91 -0.06 -2.13
H -3.62 1.41 4.29
H -3.37 2.41 0.80
H -2.05 -3.52 2.45
H -1.57 3.38 -8.59
H 0.42 4.82 -8.10
H 2.33 -0.67 -1.52
H 2.04 4.15 -6.30
H -1.46 -5.21 2.46
H 0.01 -2.63 -0.25
H 2.63 1.08 -1.65
H -1.95 -0.23 3.35
H 1.66 2.05 -5.00
H -2.70 1.18 -0.44
H -2.89 -4.77 1.49
H 3.51 -0.31 1.96
H -1.74 -5.49 -0.71
H -1.30 -0.26 -5.59
H -4.20 1.75 2.61
H 4.33 2.12 0.04
H 0.54 -2.12 3.35
H -0.14 -4.68 -1.03
H -0.26 -5.99 0.23
H -4.47 0.12 3.33
H 5.01 0.98 1.24
*
```

***

Entry from OMol25: 2 unconnected molecules or ions with the total composition C11H18 (ωB97M-V with the def2-TZVPD basis set).

For the energy above the lowest of the compared OMol25 structures with the same formula, charge and spin, the calculation gives 6.8 kcal/mol. For the gap between HOMO and LUMO, the calculation gives 0.37062 Ha.

Geometry as ORCA input:
```
! wB97M-V def2-TZVPD RIJCOSX def2/J DEFGRID3
* xyz 0 1
C -1.26 1.48 -1.96
C 0.69 -2.70 -0.36
C -2.35 -0.05 -0.49
C 1.23 -1.50 0.41
C -1.94 0.28 -1.78
C 2.40 -1.92 1.31
C -0.92 2.30 -0.90
C -1.30 1.98 0.41
C -1.97 0.77 0.56
C 1.75 -0.40 -0.53
C -0.96 2.88 1.55
H -2.29 0.49 1.55
H -2.14 -0.35 -2.64
H 2.33 0.30 0.08
H 1.33 -2.93 -1.22
H -1.07 1.76 -2.99
H -0.38 3.21 -1.17
H -0.20 2.43 2.19
H 1.02 0.18 -1.10
H -0.34 -2.62 -0.66
H -1.80 3.13 2.19
H -0.54 3.82 1.19
H 2.35 -0.87 -1.32
H 2.16 -2.86 1.81
H -2.94 -0.93 -0.28
H 0.72 -3.61 0.26
H 2.63 -1.15 2.05
H 3.34 -2.02 0.78
H 0.44 -1.09 1.05
*
```

***

The following largest force on an atom values (in hartree/bohr) correspond, in order, to the records above: 0.012, 0.018, 0.069, 0.024, 0.078, 0.097, 0.019.
The following E values (in a.u.) correspond, in order, to the records above: -1352.97168, -8347.24013, -11520.22820, -1102.88168, -3256.54298, -2290.93943, -429.92972.